(1)
Below is a structure of composition C32H84AsF12N6O10 in a non-equilibrium geometry, with properties calculated with the ωB97M-V functional and the def2-TZVPD basis.

E (eV): -157387.1135
Total charge: +3
Multiplicity: 1
Gap between HOMO and LUMO (eV): 6.55
Energy relative to the best compared isomer or geometry (same formula, charge and spin) (kJ/mol): 23.1
Maximum force (eV/Å): 2.15

The geometry in XYZ format:
```
145
C32H84AsF12N6O10 the ωB97M-V functional and the def2-TZVPD basis
C -3.5418 7.3239 -19.9892
C -3.5269 8.4679 -19.0134
C -4.6529 9.4285 -19.1865
O -4.6151 10.3015 -18.0982
C -5.6744 11.2453 -17.9942
N -3.5850 7.9694 -17.5820
H -2.9329 7.1845 -17.4789
H -3.3530 8.6657 -16.8619
H -4.5326 7.6370 -17.3701
H -3.6172 7.8071 -20.9687
H -4.3381 6.6058 -19.8183
H -2.5699 6.8382 -20.0898
H -2.5752 8.9981 -19.0519
H -5.6391 8.9261 -19.1644
H -4.6063 9.9430 -20.1547
H -5.7812 11.8026 -18.9323
H -5.4437 11.8672 -17.1376
H -6.6469 10.7693 -17.7886
C -10.5950 16.9532 -15.5811
C -10.4211 15.6286 -14.8805
C -9.8633 14.5498 -15.7754
O -9.9813 13.3322 -15.1118
C -9.3752 12.2695 -15.7990
N -9.5575 15.7589 -13.6540
H -8.6777 16.1638 -13.9890
H -9.9344 16.3659 -12.8933
H -9.3386 14.8257 -13.3052
H -11.0314 17.6759 -14.8960
H -11.2011 16.7895 -16.4667
H -9.6218 17.3388 -15.8924
H -11.3878 15.2822 -14.5086
H -8.8071 14.7638 -16.0123
H -10.4255 14.6094 -16.7161
H -8.2915 12.4209 -15.8058
H -9.7880 12.1711 -16.8069
H -9.5787 11.3388 -15.2738
C -9.1208 13.0123 -8.8375
C -8.3741 14.0323 -9.6878
C -8.1146 13.6183 -11.1277
O -7.7562 14.7953 -11.8630
C -6.3740 15.0537 -12.0405
N -9.2136 15.2710 -9.7900
H -8.8052 16.0526 -10.3819
H -10.1037 15.0412 -10.2436
H -9.4715 15.7205 -8.9051
H -8.5233 12.1238 -8.6615
H -10.0967 12.8165 -9.2823
H -9.2878 13.4562 -7.8527
H -7.4336 14.3080 -9.2131
H -9.0012 13.2357 -11.6365
H -7.2559 12.9447 -11.1963
H -5.8481 15.1830 -11.0861
H -6.2020 15.9342 -12.6476
H -5.9534 14.1982 -12.5798
C -1.7880 15.5887 -19.5170
C -1.8348 14.3586 -20.3758
C -3.1832 13.7321 -20.5651
O -3.9827 14.6552 -21.2324
C -5.2821 14.7354 -20.6819
N -1.1697 14.5910 -21.7028
H -0.1474 14.5513 -21.6778
H -1.5210 13.9361 -22.4145
H -1.5097 15.4876 -22.0787
H -2.0692 15.4185 -18.4806
H -2.4083 16.4184 -19.8728
H -0.7550 15.9620 -19.4716
H -1.2522 13.5884 -19.8892
H -3.6103 13.2939 -19.6651
H -3.0542 12.8819 -21.2607
H -5.8934 15.4740 -21.1929
H -5.2969 15.0214 -19.6175
H -5.8155 13.7766 -20.6838
C -4.2211 20.3168 -15.9558
C -4.3577 20.3498 -17.4575
C -5.2825 19.2909 -17.9945
O -5.7471 19.7809 -19.2407
C -6.7793 19.0346 -19.8246
N -4.8260 21.7009 -17.8865
H -4.1178 22.4311 -17.8123
H -5.2246 21.6310 -18.8405
H -5.6554 21.9685 -17.3379
H -5.1732 20.3793 -15.4201
H -3.4914 21.0356 -15.5872
H -3.8656 19.3342 -15.6392
H -3.3409 20.2474 -17.8364
H -6.1463 19.1493 -17.3324
H -4.7117 18.3654 -18.1169
H -7.7447 19.3467 -19.4112
H -6.6342 17.9751 -19.5917
H -6.8530 19.1470 -20.9017
C -1.4567 15.4003 -15.0691
C -0.7038 16.6342 -15.4748
C -1.6917 17.7318 -15.7589
O -1.1688 18.8718 -16.3780
C -0.7723 18.6333 -17.6966
N 0.1858 17.0568 -14.3161
H -0.3742 17.5485 -13.6112
H 0.6287 16.2641 -13.8366
H 0.9404 17.6871 -14.6089
H -1.8393 14.9161 -15.9651
H -2.2918 15.7228 -14.4432
H -0.9207 14.5891 -14.5729
H -0.0104 16.4248 -16.2859
H -2.1322 18.0433 -14.8046
H -2.5476 17.3358 -16.3221
H -0.5932 19.5814 -18.1932
H -1.6013 18.1492 -18.2459
H 0.0685 17.9472 -17.8248
As -5.6307 15.1745 -15.9222
F -5.1486 16.8118 -16.2395
F -6.5789 15.2537 -17.3651
F -6.1274 13.5462 -15.6627
F -4.5587 14.9971 -14.6022
F -6.9212 15.7840 -14.9816
F -4.3175 14.6024 -16.9208
C -0.6488 12.8144 -16.6177
O -1.5049 12.2695 -15.5606
O 0.2368 13.5860 -16.1493
C -0.1575 11.5811 -17.4164
F 0.8205 10.9425 -16.7676
F -1.1307 10.5856 -17.5082
F 0.2863 11.8356 -18.6576
C -2.8765 12.3066 -15.8516
C -3.6791 11.5339 -14.8398
H -3.4363 11.8217 -13.8145
H -4.7043 11.9178 -14.9336
H -3.6490 10.4571 -14.9762
H -3.1488 11.8667 -16.8289
H -3.2312 13.3354 -15.9877
H -1.3519 13.4203 -17.2530
C -8.4285 18.4339 -11.7004
O -8.4635 19.5518 -10.8174
O -9.4300 17.6408 -11.4144
C -8.4154 19.0025 -13.1219
F -8.0619 17.9910 -13.9975
F -9.5931 19.4324 -13.5736
F -7.4830 19.9507 -13.3000
C -7.2086 20.0145 -10.3515
C -7.5147 21.0596 -9.2944
H -6.6060 21.3466 -8.7566
H -8.1317 21.8938 -9.6107
H -8.1057 20.5892 -8.4967
H -6.6658 20.5066 -11.1668
H -6.5781 19.2440 -9.8904
H -7.4263 17.9496 -11.5883
```

(2)
Below is a cluster of 6 separate species, C32H84N12O8P4 in total in a non-equilibrium geometry, with properties calculated with the ωB97M-V functional and the def2-TZVPD basis.

E (eV): -105964.4197
Multiplicity: 1
Gap between HOMO and LUMO (eV): 8.02
SMILES: CN(C)P(=O)(N(C)C)N(C)C.CN(C)P(=O)(N(C)C)N(C)C.CN(C)P(=O)(N(C)C)N(C)C.CN(C)P(=O)(N(C)C)N(C)C.O=C1CCCO1.O=C1CCCO1
Energy relative to the best compared isomer or geometry (same formula, charge and spin) (kJ/mol): 384.7
Maximum force (eV/Å): 3.18

The geometry in XYZ format:
```
140
C32H84N12O8P4 the ωB97M-V functional and the def2-TZVPD basis
C 15.7753 -12.2004 15.4207
N 15.9918 -10.9774 16.1632
C 15.0293 -9.9008 15.8350
P 17.0696 -10.7652 17.3992
O 17.3415 -9.2794 17.6812
N 16.3481 -11.5398 18.7335
C 15.9375 -12.9418 18.6313
C 15.5902 -10.7239 19.7248
N 18.5290 -11.6650 17.0883
C 19.0540 -11.6766 15.6817
C 19.4973 -11.4940 18.1617
H 15.6048 -11.9528 14.3730
H 14.8650 -12.7100 15.7367
H 16.5610 -12.9556 15.3977
H 14.4084 -10.1325 14.9696
H 15.5210 -8.9506 15.6265
H 14.3814 -9.7052 16.6894
H 15.8274 -13.4286 19.6004
H 14.9407 -13.0125 18.1962
H 16.6608 -13.6257 18.1872
H 15.5219 -11.4032 20.5745
H 16.0928 -9.7581 19.7766
H 14.5895 -10.5339 19.3367
H 18.3188 -12.2442 15.1112
H 19.1731 -10.7123 15.1876
H 19.9609 -12.2776 15.6159
H 19.0418 -11.6829 19.1338
H 19.9337 -10.4995 18.2546
H 20.2580 -12.2696 18.0731
C 24.9096 -11.8347 9.0577
N 24.3905 -11.7955 7.6227
C 23.0239 -11.0970 7.6172
P 25.4485 -11.2539 6.3784
O 25.7773 -9.8011 6.4556
N 26.7986 -12.3142 6.4137
C 26.6090 -13.7839 6.6065
C 28.0079 -11.8889 5.7122
N 24.7041 -11.8234 4.9026
C 25.2594 -11.4712 3.6144
C 24.0840 -13.0675 4.7387
H 25.8681 -12.3481 9.1330
H 24.1180 -12.3353 9.6153
H 24.9676 -10.8507 9.5231
H 22.4005 -11.2935 8.4894
H 22.4119 -11.4289 6.7784
H 23.2058 -10.0320 7.4734
H 25.7539 -13.9945 7.2488
H 26.5574 -14.2924 5.6437
H 27.5710 -14.1054 7.0057
H 28.2678 -10.8332 5.7887
H 28.7040 -12.6508 6.0632
H 28.0147 -12.1420 4.6520
H 24.5813 -11.6201 2.7741
H 25.6572 -10.4574 3.6591
H 26.1163 -12.1288 3.4683
H 23.5586 -13.2780 5.6703
H 24.7700 -13.8612 4.4429
H 23.4132 -13.0453 3.8799
C 10.4072 -15.2854 8.7652
N 10.6474 -13.8862 8.2471
C 12.0079 -13.3552 8.3592
P 9.2446 -13.0772 7.7677
O 8.1022 -13.9659 7.3567
N 8.9237 -12.1995 9.1528
C 7.7147 -12.5130 9.8637
C 9.7573 -11.1289 9.6650
N 9.8205 -11.9245 6.6135
C 8.9023 -11.0067 6.0528
C 10.7458 -12.4224 5.5371
H 10.9455 -15.9869 8.1278
H 9.3291 -15.4445 8.7877
H 10.7100 -15.3529 9.8101
H 12.0383 -12.3572 7.9222
H 12.6037 -14.1139 7.8517
H 12.2965 -13.2593 9.4059
H 7.3521 -13.5270 9.6955
H 7.9596 -12.3323 10.9104
H 6.9244 -11.8422 9.5267
H 10.6333 -10.9718 9.0357
H 9.2375 -10.1842 9.8240
H 10.0316 -11.4432 10.6720
H 8.2147 -10.6135 6.8016
H 9.4366 -10.1836 5.5782
H 8.4079 -11.4374 5.1821
H 11.4281 -13.1890 5.9045
H 11.3693 -11.5597 5.3025
H 10.3039 -12.7288 4.5890
C 21.0535 -3.4110 14.7733
N 22.1174 -4.1968 14.1594
C 21.8849 -5.6724 14.3077
P 22.6956 -3.6003 12.6044
O 21.7304 -3.6470 11.4331
N 23.3199 -1.9936 12.9447
C 22.8497 -0.7954 12.2139
C 24.1723 -1.8384 14.1354
N 24.0751 -4.5955 12.2916
C 24.3713 -5.2123 11.0334
C 25.2032 -4.7852 13.2394
H 21.3451 -2.3665 14.6640
H 21.0268 -3.6399 15.8387
H 20.0897 -3.6988 14.3533
H 20.9954 -5.9396 13.7371
H 21.7364 -5.9293 15.3565
H 22.7007 -6.2168 13.8321
H 23.1858 -0.9857 11.1947
H 21.7597 -0.8014 12.2210
H 23.1953 0.1485 12.6355
H 23.6813 -1.2148 14.8825
H 24.1657 -2.8489 14.5441
H 25.1198 -1.4208 13.7950
H 23.5394 -5.7860 10.6250
H 24.6023 -4.3625 10.3911
H 25.2576 -5.8465 11.0114
H 25.7617 -3.8545 13.3402
H 25.8521 -5.6119 12.9503
H 24.8842 -5.1726 14.2070
O 12.1667 -6.1611 2.7433
C 12.9952 -5.3491 2.9047
C 14.3311 -5.4641 3.5580
C 14.6419 -4.0411 3.9968
C 13.8297 -3.2439 2.9885
O 12.8511 -4.0872 2.4753
H 14.2771 -6.2079 4.3529
H 15.1549 -5.7180 2.8910
H 14.1864 -3.7348 4.9385
H 15.7219 -3.9014 3.9483
H 13.3622 -2.4078 3.5085
H 14.4287 -2.7940 2.1967
O 14.4140 -5.7048 11.1427
C 15.2956 -6.3772 10.6240
C 16.8144 -6.1264 10.7108
C 17.3750 -7.3577 10.0943
C 16.2218 -8.1597 9.5298
O 14.9933 -7.4422 9.8288
H 17.2030 -5.2129 10.2607
H 17.2109 -6.1440 11.7260
H 18.1183 -7.0688 9.3512
H 17.9438 -7.9684 10.7955
H 16.4200 -8.1578 8.4579
H 16.1820 -9.1342 10.0163
```

(3)
Below is a structure of composition C32H85F3N5O25 in a non-equilibrium geometry, with properties calculated with the ωB97M-V functional and the def2-TZVPD basis.

E (eV): -101336.9489
Total charge: -1
Multiplicity: 1
Gap between HOMO and LUMO (eV): 7.77
Energy relative to the best compared isomer or geometry (same formula, charge and spin) (kJ/mol): 1405.1
Maximum force (eV/Å): 17.24

The geometry in XYZ format:
```
150
C32H85F3N5O25 the ωB97M-V functional and the def2-TZVPD basis
C -30.0482 -22.7988 -10.0361
O -29.3796 -22.6263 -11.3064
O -29.1461 -23.1627 -9.0918
C -31.0629 -21.7395 -9.6332
F -31.8771 -21.4802 -10.6792
F -31.8270 -22.0495 -8.5839
F -30.4677 -20.5361 -9.3910
C -29.1343 -21.3429 -11.8818
C -28.4853 -21.6080 -13.2346
H -28.0478 -20.7001 -13.6523
H -27.5993 -22.2339 -13.0855
H -29.1631 -22.0980 -13.9315
H -28.4396 -20.7325 -11.2961
H -30.0340 -20.7397 -12.0215
H -30.6140 -23.6858 -10.3689
C -29.5844 -18.1826 -7.8444
C -29.2423 -17.5558 -9.1964
O -28.7041 -18.4955 -10.1200
O -28.3313 -18.5928 -7.2431
H -30.2273 -19.0563 -7.9591
H -29.9762 -17.3887 -7.2096
H -28.6270 -16.6571 -9.0937
H -30.1155 -17.2263 -9.7765
H -27.9456 -18.9187 -9.6937
H -28.0362 -19.4243 -7.6396
C -29.1242 -26.3051 -7.4972
C -30.1049 -25.6197 -6.5153
O -30.9096 -24.6301 -7.1753
O -28.0682 -25.4054 -7.8406
H -29.6630 -26.5685 -8.4088
H -28.5991 -27.1132 -6.9924
H -29.6260 -25.1692 -5.6502
H -30.7875 -26.4374 -6.2742
H -30.3374 -24.1103 -7.7774
H -28.4511 -24.6723 -8.3610
C -25.6946 -21.9104 -10.1523
C -26.0221 -21.1960 -8.8465
O -27.4048 -20.7895 -8.8527
O -25.9299 -23.3272 -9.9506
H -24.6714 -21.7159 -10.4682
H -26.3775 -21.5908 -10.9413
H -25.3770 -20.3160 -8.7769
H -25.8764 -21.7819 -7.9402
H -27.9151 -21.6110 -8.9472
H -26.9030 -23.4317 -9.9858
C -32.0457 -22.9088 -16.6728
C -32.1289 -24.4104 -16.9712
O -32.1084 -25.1293 -15.7507
O -30.7359 -22.4084 -16.4729
H -32.8000 -22.6263 -15.9314
H -32.4765 -22.3993 -17.5445
H -31.3467 -24.7202 -17.6735
H -33.0533 -24.6554 -17.4993
H -31.2126 -25.0823 -15.3758
H -30.3917 -22.8907 -15.7079
C -32.5402 -24.3489 -8.0600
C -33.3820 -23.2285 -7.4535
O -34.7611 -23.5753 -7.3321
O -32.6681 -24.3586 -9.4894
H -32.7961 -25.3237 -7.6387
H -31.4780 -24.1745 -7.8957
H -33.2744 -22.3481 -8.0934
H -33.0411 -22.9859 -6.4432
H -35.1970 -22.9576 -6.7435
H -33.5997 -24.4759 -9.7161
C -33.1506 -18.2477 -7.0278
C -34.3106 -19.0837 -7.5403
O -33.9393 -19.8101 -8.7165
O -32.1631 -19.1263 -6.4818
H -33.5468 -17.6160 -6.2202
H -32.6921 -17.5464 -7.7266
H -35.1853 -18.4868 -7.7943
H -34.5930 -19.8409 -6.8032
H -33.2227 -20.4259 -8.5387
H -31.5420 -18.5451 -6.0299
C -30.5779 -17.3212 -13.1783
C -30.6921 -18.5880 -13.9670
O -31.9152 -18.7095 -14.6729
O -29.2510 -17.2080 -12.6697
H -31.3173 -17.1558 -12.3876
H -30.7983 -16.4417 -13.7945
H -30.5804 -19.4151 -13.2450
H -29.7928 -18.7616 -14.5671
H -31.7560 -19.3391 -15.3821
H -29.2223 -17.6463 -11.8078
C -32.5602 -22.3410 -5.3048
C -33.4281 -21.6964 -4.2588
O -34.7809 -21.7275 -4.7496
O -32.8733 -23.7424 -5.4230
H -31.4797 -22.3125 -5.1421
H -32.6955 -21.9483 -6.3156
H -33.0783 -20.6764 -4.1220
H -33.4204 -22.2778 -3.3375
H -35.1388 -22.6147 -4.6752
H -32.1918 -24.1405 -5.9976
C -23.0763 -25.1391 -13.4726
C -24.2589 -24.6145 -12.6875
O -23.9351 -24.4108 -11.3304
O -22.7765 -26.5370 -13.2728
H -22.1785 -24.5712 -13.2137
H -23.2688 -25.0634 -14.5434
H -25.1139 -25.2961 -12.6955
H -24.6213 -23.6658 -13.1080
H -24.7469 -24.2539 -10.7934
H -22.7546 -26.5751 -12.3045
O -34.1511 -21.8537 -13.2770
C -33.5279 -22.3705 -12.3655
N -33.7944 -22.0489 -11.0629
C -32.4269 -23.3816 -12.5869
H -33.3436 -22.5658 -10.3184
H -34.3480 -21.2255 -10.9106
H -31.7594 -23.4330 -11.7281
H -31.8260 -23.1174 -13.4554
H -32.8902 -24.3473 -12.7911
O -32.0330 -15.9236 -11.4484
C -32.5341 -17.0222 -11.2679
N -33.4061 -17.2295 -10.2559
C -32.0679 -18.2929 -11.9730
H -33.8235 -16.4042 -9.8599
H -33.6837 -18.1466 -9.9323
H -32.7842 -19.1185 -11.9731
H -31.2060 -18.6882 -11.4307
H -31.8159 -18.1527 -13.0225
O -28.3476 -20.8792 -4.4335
C -28.4077 -21.5655 -5.4518
N -29.3890 -21.3703 -6.3496
C -27.3390 -22.5624 -5.7827
H -29.4468 -21.9118 -7.2003
H -30.0210 -20.6078 -6.1859
H -27.4656 -23.4549 -5.1684
H -26.3364 -22.1936 -5.5814
H -27.4193 -22.8628 -6.8287
O -29.5753 -24.8605 -14.8216
C -29.0005 -25.5497 -13.9760
N -28.8025 -25.1114 -12.7272
C -28.5699 -26.9660 -14.2696
H -29.1508 -24.2332 -12.3599
H -28.2937 -25.7024 -12.0925
H -29.4438 -27.5979 -14.4291
H -27.9339 -27.4370 -13.5253
H -28.0524 -26.8957 -15.2289
O -26.6944 -23.8651 -18.7051
C -27.2208 -23.8209 -17.5903
N -28.2305 -24.6302 -17.2597
C -26.5221 -23.0720 -16.4664
H -28.6472 -25.2831 -17.8974
H -28.6987 -24.5145 -16.3577
H -27.1998 -23.1448 -15.6135
H -26.3112 -22.0390 -16.7344
H -25.5437 -23.5233 -16.3145
```

> Which of these has the highest gap between HOMO and LUMO?

C32H84N12O8P4

> Among the records above, which one has the highest gap between HOMO and LUMO?

C32H84N12O8P4

> Among the records above, which one has the highest maximum force?

C32H85F3N5O25

> E of number 1 (C32H84AsF12N6O10)?

-157387.1135 eV